[1]
Below is C32H31N5O2PmS4 as an isolated structure, with properties calculated with ωB97M-V/def2-TZVPD.

Properties
multiplicity	5
net charge	+1
ΔE to the lowest compared entry with this formula, charge and spin	0.000	eV

Last column: Mulliken spin population.
CARTESIAN COORDINATES (ANGSTROEM)
Pm1 0.13108 0.05755 -1.08008  4.03
S1 0.06221 0.97796 1.45967  -0.04
C1 1.75105 0.76123 1.80976  0.01
N1 2.08431 1.09847 3.08678  -0.17
N2 3.34032 0.89819 3.39137  -0.24
C2 3.85170 1.24610 4.64598  0.04
C3 3.05670 1.88132 5.59429  -0.06
C4 3.62039 2.20174 6.81747  0.03
C5 4.94918 1.89899 7.09158  -0.07
C6 5.72962 1.26717 6.13151  0.04
C7 5.18458 0.93569 4.90342  -0.07
N3 2.74139 0.34431 0.99472  0.08
N4 2.41295 -0.05078 -0.21626  0.33
C8 3.50070 -0.30187 -1.07472  -0.06
C9 3.22511 -0.94605 -2.27970  0.06
C10 4.23210 -1.20491 -3.19315  -0.04
C11 5.53627 -0.82681 -2.90213  0.07
C12 5.81622 -0.19430 -1.69411  -0.03
C13 4.81283 0.06920 -0.77727  0.07
H1 3.94723 0.50502 2.67540  0.03
H2 2.02731 2.11486 5.36813  -0.01
H3 3.01321 2.69592 7.56403  0.00
H4 5.37603 2.15427 8.05170  0.00
H5 6.76428 1.02941 6.33756  0.00
H6 5.78438 0.44079 4.14906  0.00
H7 2.22023 -1.27466 -2.53263  0.00
H8 3.99793 -1.70179 -4.12516  0.00
H9 6.33210 -1.02661 -3.60654  0.00
H10 6.83277 0.09922 -1.46595  0.00
H11 5.02833 0.58753 0.14470  0.01
O1 -0.90678 1.36179 -2.30393  -0.01
C14 -0.05140 1.77511 -3.36273  -0.02
C15 -0.71640 2.87338 -4.15954  0.00
C16 -1.88938 2.75487 -4.84736  0.00
C17 -2.26277 3.95867 -5.49715  0.00
C18 -1.35489 4.95627 -5.28954  0.00
S2 -0.08381 4.45568 -4.27622  0.00
C19 1.26161 2.26970 -2.71041  0.02
C20 1.33866 2.88555 -1.48305  0.00
C21 2.64533 3.33413 -1.16553  0.00
C22 3.52596 3.08266 -2.17422  0.00
S3 2.79623 2.27359 -3.47896  0.00
C23 0.22107 0.55876 -4.26731  0.00
C24 -0.10758 -0.75918 -4.07670  0.01
C25 0.34175 -1.60537 -5.13224  0.00
C26 0.98364 -0.90669 -6.10561  0.00
S4 1.02363 0.76489 -5.76486  0.00
H12 -2.44323 1.82714 -4.90085  0.00
H13 -3.14857 4.07721 -6.10321  0.00
H14 -1.37713 5.96261 -5.67488  0.00
H15 0.47612 3.06354 -0.85404  -0.01
H16 2.90804 3.82869 -0.24231  0.00
H17 4.57989 3.30943 -2.20546  0.00
H18 -0.73175 -1.14300 -3.27755  0.00
H19 0.17697 -2.67201 -5.16763  0.00
H20 1.41055 -1.28387 -7.02105  0.00
O2 -1.63888 -1.40662 -0.98825  0.00
C27 -2.61273 -0.63475 -1.18227  -0.01
C28 -3.16429 0.23090 -0.08174  0.00
C29 -4.67161 -0.13142 0.02680  0.00
C30 -5.00723 -1.61618 -0.25557  0.00
C31 -5.24142 -2.01096 -1.72576  0.00
C32 -3.98719 -1.97890 -2.59589  0.00
N5 -3.31274 -0.68668 -2.32754  0.00
H21 -3.03723 1.29255 -0.31323  0.00
H22 -2.63051 0.01132 0.84184  0.00
H23 -5.25878 0.51932 -0.62528  0.00
H24 -4.98115 0.10820 1.04386  0.00
H25 -5.91504 -1.85836 0.29693  0.00
H26 -4.22790 -2.25259 0.18078  0.00
H27 -5.98306 -1.32943 -2.15621  0.00
H28 -5.68425 -3.00766 -1.77123  0.00
H29 -4.21587 -2.05454 -3.65679  0.00
H30 -3.28207 -2.76953 -2.34454  0.00
H31 -3.95581 0.09090 -2.41314  0.00


[2]
Below is C32H31NO2P2ReS2 as an isolated structure, with properties calculated with ωB97M-V/def2-TZVPD.

Properties
net charge	-1
ΔE to the lowest compared entry with this formula, charge and spin	0.000	eV

Last column: Löwdin charge in e.
CARTESIAN COORDINATES (ANGSTROEM)
Re1 -0.41020 0.24003 0.56163  0.63
C1 -2.63302 -5.13990 -1.06602  -0.08
C2 -2.22081 -3.76680 -0.59437  -0.31
O1 -2.01443 -3.83512 0.83115  -0.32
P1 -1.39216 -2.55441 1.55305  -0.07
S1 -2.51284 -0.91713 1.34508  0.35
S2 0.40359 -2.07883 0.80746  0.32
O2 -1.38031 -3.15334 3.02240  -0.31
C3 -0.85950 -2.32779 4.09874  -0.28
C4 0.44315 -2.91373 4.58630  -0.08
H1 -2.80474 -5.12071 -2.14333  0.07
H2 -3.55102 -5.45908 -0.57193  0.07
H3 -1.85136 -5.86900 -0.85216  0.08
H4 -2.99169 -3.02078 -0.79769  0.10
H5 -1.29462 -3.44060 -1.07398  0.09
H6 -1.62490 -2.33571 4.87385  0.12
H7 -0.73187 -1.29782 3.75882  0.07
H8 0.30807 -3.95628 4.87862  0.07
H9 0.79904 -2.34340 5.44465  0.07
H10 1.19689 -2.85873 3.80047  0.06
C5 5.04100 2.60720 -1.34145  -0.11
C6 4.63550 1.83763 -2.42365  -0.10
C7 3.38109 1.24291 -2.42131  -0.11
C8 2.51745 1.40904 -1.33898  -0.31
C9 2.93483 2.17843 -0.25202  -0.08
C10 4.18919 2.77488 -0.25841  -0.09
P2 0.80087 0.72970 -1.24826  0.85
C11 0.93617 -0.68841 -2.41498  -0.36
C12 -0.04373 -0.92249 -3.37592  -0.08
C13 -0.03359 -2.08875 -4.13021  -0.10
C14 0.95611 -3.04098 -3.93008  -0.11
C15 1.93566 -2.81989 -2.97020  -0.10
C16 1.92255 -1.65436 -2.21948  -0.15
C17 -0.12156 1.98153 -2.20691  -0.29
C18 0.27996 2.57298 -3.37520  -0.08
C19 -0.54864 3.52305 -4.00546  -0.09
C20 -1.74969 3.86197 -3.44408  -0.05
C21 -2.18251 3.27484 -2.23113  -0.18
C22 -3.41470 3.62758 -1.62356  -0.07
C23 -3.76947 3.03457 -0.44898  -0.10
C24 -2.93410 2.06973 0.16553  -0.18
C25 -1.72325 1.67008 -0.36017  -0.27
C26 -1.35682 2.31351 -1.59940  -0.20
H11 6.02047 3.07079 -1.34176  0.09
H12 5.29703 1.69826 -3.27070  0.09
H13 3.07799 0.63724 -3.26744  0.10
H14 2.26121 2.28465 0.59412  0.06
H15 4.50343 3.37026 0.59058  0.10
H16 -0.82718 -0.18898 -3.52733  0.11
H17 -0.80382 -2.25386 -4.87430  0.09
H18 0.96289 -3.95239 -4.51563  0.09
H19 2.70658 -3.56152 -2.79928  0.10
H20 2.68162 -1.49581 -1.46132  0.11
H21 1.23722 2.31939 -3.81632  0.10
H22 -0.22819 3.98803 -4.93032  0.09
H23 -2.38836 4.59819 -3.92132  0.10
H24 -4.05209 4.36463 -2.09988  0.10
H25 -4.70750 3.29907 0.02783  0.09
H26 -3.28578 1.63503 1.09573  0.03
N1 0.51165 1.43969 1.65636  -0.20
C27 0.28278 1.24466 3.00552  -0.45
C28 -0.93789 1.58608 3.61771  -0.08
C29 -1.13488 1.40305 4.97792  -0.12
C30 -0.12796 0.88261 5.78186  -0.14
C31 1.09135 0.55064 5.19404  -0.14
C32 1.29609 0.72439 3.83800  -0.07
H27 -1.72233 1.99643 2.99324  0.09
H28 -2.09149 1.66784 5.41531  0.09
H29 -0.28410 0.74538 6.84479  0.08
H30 1.89038 0.14340 5.80498  0.09
H31 2.24124 0.45725 3.37917  0.10


[3]
Below is C32H32BF4N6O2PSr as an isolated structure, with properties calculated with ωB97M-V/def2-TZVPD.

Properties
ΔE to the lowest compared entry with this formula, charge and spin	0.373	eV

Last column: Löwdin charge in e.
CARTESIAN COORDINATES (ANGSTROEM)
Sr1 0.01909 -0.18990 0.11048  1.43
O1 -1.06149 0.89455 -1.45674  -0.42
C1 -2.26780 1.30845 -1.77850  -0.38
C2 -2.66377 1.43879 -3.13035  -0.02
C3 -3.92751 1.85149 -3.49405  -0.09
C4 -4.88198 2.15988 -2.52115  -0.11
C5 -4.51800 2.06114 -1.19479  -0.06
C6 -3.23276 1.65741 -0.80135  -0.09
C7 -2.91972 1.57272 0.63546  -0.27
N1 -2.00301 0.82399 1.24038  0.00
C8 -2.14098 1.06049 2.60417  -0.15
C9 -3.12738 1.96181 2.82305  -0.08
N2 -3.60898 2.28155 1.56818  0.10
H1 -1.93747 1.17816 -3.89211  0.11
H2 -4.18083 1.92885 -4.54563  0.10
H3 -5.88832 2.44939 -2.79615  0.09
H4 -5.26391 2.27957 -0.43514  0.10
H5 -1.52546 0.54408 3.32344  0.08
H6 -3.53286 2.39148 3.72643  0.11
H7 -4.34014 2.93807 1.37205  0.14
F1 2.69309 -0.44585 -0.11447  0.02
B1 3.15916 -1.80488 -0.10373  -1.19
F2 3.51642 -2.19856 -1.39428  0.14
F3 2.05275 -2.57983 0.39784  0.04
F4 4.26275 -1.89997 0.79129  0.09
C10 0.35194 3.67784 -0.18816  0.01
C11 0.71860 2.86529 1.02093  -0.34
O2 1.02184 1.68304 0.90178  -0.13
C12 0.70749 3.50428 2.36402  -0.15
C13 0.58381 4.88229 2.51341  -0.03
C14 0.56646 5.44537 3.78052  -0.07
C15 0.64975 4.62965 4.90214  -0.07
C16 0.77443 3.25144 4.75841  -0.06
C17 0.81629 2.69293 3.49269  -0.01
H8 0.17673 3.00548 -1.02766  0.08
H9 1.17830 4.35395 -0.43281  0.10
H10 -0.54242 4.27567 -0.00301  0.10
H11 0.50645 5.52223 1.64196  0.11
H12 0.48625 6.52027 3.89476  0.11
H13 0.61904 5.06993 5.89213  0.11
H14 0.83807 2.61334 5.63366  0.11
H15 0.93490 1.62653 3.35415  0.09
N3 3.06814 -3.06181 2.94461  0.19
C18 3.34299 -1.78431 3.27360  -0.50
N4 4.58922 -1.48113 3.67282  0.18
N5 2.43724 -0.82549 3.33473  0.14
C19 1.25462 -1.01003 2.80560  -0.36
N6 0.17871 -1.06588 2.35046  0.02
H16 3.83203 -3.62321 2.60530  0.12
H17 2.21596 -3.19131 2.41482  0.10
H18 5.34178 -2.05241 3.33208  0.11
H19 4.77913 -0.49606 3.74488  0.12
C20 0.94656 -0.13751 -3.63137  -0.24
P1 0.18497 -1.39911 -2.54061  0.98
C21 0.98956 -2.93810 -3.17285  -0.37
C22 0.39178 -4.15926 -2.85209  -0.10
C23 0.94507 -5.35977 -3.27172  -0.09
C24 2.11686 -5.36185 -4.01986  -0.09
C25 2.72905 -4.15683 -4.33372  -0.08
C26 2.16934 -2.95301 -3.91111  -0.10
C27 -1.46806 -1.69372 -3.30159  -0.38
C28 -2.58916 -1.78643 -2.47955  -0.11
C29 -3.84815 -2.05460 -3.00914  -0.08
C30 -3.99627 -2.22594 -4.37662  -0.09
C31 -2.88136 -2.15119 -5.20925  -0.08
C32 -1.62568 -1.89883 -4.67229  -0.08
H20 1.95816 0.07000 -3.27298  0.05
H21 0.35858 0.77355 -3.55639  0.02
H22 0.99442 -0.46876 -4.66837  0.04
H23 -0.52404 -4.17302 -2.27121  0.10
H24 0.46041 -6.29506 -3.01758  0.10
H25 2.55254 -6.29872 -4.34716  0.10
H26 3.65281 -4.14646 -4.90158  0.10
H27 2.68533 -2.02565 -4.13722  0.10
H28 -2.47987 -1.63975 -1.41094  0.10
H29 -4.70952 -2.12391 -2.35209  0.11
H30 -4.97560 -2.43102 -4.79672  0.10
H31 -2.99281 -2.30043 -6.27793  0.10
H32 -0.75889 -1.88139 -5.32324  0.11


no.,largest force on an atom (eV/Å)
1,1.52
2,0.09
3,2.26